Here is a cluster of 10 separate species, C28H83Cl2O36P9 in total from the Open Molecules 2025 dataset. Energies are from ωB97M-V/def2-TZVPD.

```
158
Properties=species:S:1:pos:R:3:forces:R:3:mulliken_charge:R:1
C -3.6542 -5.5738 -2.1838 -2.315 -1.097 -0.251 -0.774
O -2.3443 -5.3261 -1.8739 3.407 0.563 -0.838 -0.181
P -1.1837 -5.5296 -3.0013 0.046 -0.287 -0.371 0.790
O -1.3005 -6.7695 -3.7890 -0.148 0.709 0.430 -0.904
O -1.3132 -4.1745 -3.8941 0.300 -1.187 2.611 0.224
C -0.3421 -3.8875 -4.8504 0.733 0.813 -2.291 -1.108
O 0.2235 -5.4450 -2.1836 -2.050 0.785 -1.582 -0.177
C 0.2823 -6.1072 -0.9375 0.419 0.162 1.142 -0.380
H -4.2431 -4.6620 -2.2839 0.191 0.062 0.131 0.105
H -4.0470 -6.1996 -1.3824 -0.275 0.198 0.148 0.311
H -3.7957 -6.1751 -3.0818 0.276 0.079 -0.250 0.376
H 0.7035 -4.1586 -4.7044 -0.281 -0.817 0.476 0.373
H -0.2171 -2.8192 -5.0275 -0.547 0.332 0.523 0.318
H -0.7224 -4.2587 -5.8021 0.407 -0.365 -0.127 0.420
H 1.0517 -6.8793 -0.9496 -0.218 -0.164 -0.303 0.217
H -0.6877 -6.5071 -0.6420 0.187 -0.122 0.031 0.397
H 0.6095 -5.3490 -0.2262 -0.189 -0.119 0.226 -0.083
C -6.6933 -2.3742 -3.3150 0.827 0.226 1.292 -0.626
O -5.7285 -1.2852 -3.2859 0.390 0.109 0.199 -0.311
P -4.2230 -1.5122 -2.7123 0.902 1.747 -1.340 0.540
O -3.4223 -0.2397 -2.6815 -1.589 -2.064 0.060 -0.690
O -4.4179 -2.2026 -1.2719 1.345 -2.053 -3.018 -0.058
C -4.9814 -1.4443 -0.2607 -0.820 1.276 0.108 -0.358
O -3.6122 -2.6437 -3.7083 -0.626 0.871 2.060 0.449
C -3.6294 -2.4527 -5.1321 -0.543 -0.570 -0.057 -0.960
H -7.4506 -2.1841 -2.5544 -0.171 0.314 -0.176 0.289
H -6.1546 -3.2363 -2.9217 -0.332 -0.561 -0.688 0.185
H -7.1661 -2.4822 -4.2912 0.446 -0.027 0.045 0.279
H -4.2002 -0.7998 0.1423 -0.263 -0.050 0.609 0.066
H -5.4910 -2.1229 0.4233 0.372 0.238 0.231 0.263
H -5.7202 -0.8218 -0.7655 -0.375 0.411 0.624 0.154
H -2.6279 -2.2997 -5.5342 -0.058 0.134 0.304 0.195
H -4.3142 -1.6625 -5.4402 0.178 0.157 0.131 0.418
H -4.0291 -3.3973 -5.5011 0.154 0.056 -0.309 0.267
C 0.0234 6.0920 -2.9933 -0.949 0.475 0.097 -0.892
O -0.0160 5.3610 -1.7652 1.363 -0.091 0.812 -0.098
P 1.2923 4.8979 -0.9416 -0.303 0.045 -0.312 0.225
O 0.9233 4.2117 0.3104 0.233 0.222 -0.685 0.068
O 2.0521 3.9424 -2.0531 -0.590 1.745 0.952 -0.473
C 2.3337 2.5819 -1.7202 0.063 -0.500 0.349 -0.285
O 2.1736 6.2541 -0.7296 -0.083 -1.226 -0.386 -0.385
C 2.0078 7.1589 0.3972 -0.381 0.303 -0.047 -0.262
H 0.9696 6.5669 -3.2530 0.264 -0.633 0.052 0.342
H -0.6691 6.9248 -2.8707 -0.129 -0.013 0.049 0.309
H -0.4098 5.4400 -3.7518 0.517 0.088 -0.252 0.275
H 3.2097 2.5531 -1.0723 -0.134 -0.196 0.124 0.276
H 2.5366 1.9883 -2.6116 0.153 0.566 -0.344 0.178
H 1.4778 2.0780 -1.2711 0.035 0.251 0.365 0.103
H 1.4887 8.0536 0.0536 -0.512 -0.271 -0.155 0.368
H 2.9418 7.5880 0.7600 0.500 -0.785 -0.345 0.338
H 1.4991 6.7024 1.2463 -0.014 -0.233 -0.305 -0.174
C 0.5107 3.3813 5.9629 0.234 -1.124 0.782 -0.822
O 0.9480 4.2829 4.9390 -0.764 2.357 -0.017 0.037
P 0.0612 5.6480 4.7838 -0.621 0.242 -0.731 0.654
O -0.1769 6.4753 6.0017 -0.080 -1.527 -1.603 -0.725
O 0.8045 6.5090 3.6068 0.287 -1.061 0.955 -0.188
C 0.2970 7.8219 3.3567 -0.762 0.224 -0.552 -0.804
O -1.2762 5.1184 3.9667 0.502 1.237 1.834 -0.438
C -1.1800 4.0696 3.0237 0.762 -1.062 0.158 -0.206
H -0.0770 3.7347 6.8100 -0.413 1.012 -0.566 0.384
H 1.3919 3.0142 6.4892 0.161 -0.202 -0.549 0.253
H -0.0207 2.5583 5.4849 0.174 -0.005 0.099 0.245
H 0.1013 7.9430 2.2913 0.022 -0.403 -0.133 0.297
H 0.9958 8.6258 3.5879 0.121 -0.345 0.625 0.301
H -0.6747 7.9569 3.8319 0.226 0.238 0.291 0.361
H -1.5506 3.1313 3.4363 -0.224 -0.041 0.510 0.091
H -0.1155 3.8901 2.8728 -0.173 -0.059 -0.963 0.197
H -1.7875 4.2200 2.1313 0.361 0.712 -0.055 0.276
C -0.7456 1.0102 1.2166 1.005 1.322 1.065 -0.139
O -0.4974 -0.3494 0.9979 0.942 -2.080 -2.537 0.461
P 0.4900 -0.8894 -0.1992 -3.011 -0.313 -0.472 0.133
O 1.9174 -0.6002 -0.0458 -0.240 -0.478 0.091 -0.533
O -0.1490 -0.1741 -1.5366 0.063 -0.784 2.071 0.316
C 0.1917 -0.7005 -2.8001 0.316 -0.069 -1.188 -0.466
O 0.0085 -2.4734 -0.3159 0.371 2.165 0.216 0.289
C -1.3801 -2.7314 -0.6786 -0.196 0.370 -0.242 -0.115
H -1.7570 1.3642 1.0169 -0.143 -0.561 -0.119 -0.436
H -0.0487 1.6733 0.7040 0.054 -0.032 -0.296 -0.073
H -0.4857 1.0935 2.2719 -0.391 0.683 0.175 0.303
H 0.8568 0.0129 -3.2868 0.097 -0.208 -0.097 0.265
H -0.6835 -0.8462 -3.4333 -0.389 0.368 0.321 0.149
H 0.6591 -1.6850 -2.7837 0.302 0.055 0.412 -0.166
H -1.3987 -3.1709 -1.6759 0.092 0.129 0.241 -0.615
H -2.0192 -1.8486 -0.6980 0.519 0.393 -0.032 0.140
H -1.8930 -3.3884 0.0237 0.665 -0.293 0.173 0.562
C 4.3720 -0.5933 -2.4423 1.262 0.691 0.988 -0.336
O 3.4101 -0.9291 -3.3945 -0.458 -1.563 -1.888 0.236
P 3.7373 -2.2450 -4.3200 -0.703 -0.856 1.107 0.831
O 2.6371 -2.6181 -5.2430 1.066 0.990 0.591 -0.667
O 5.2020 -1.9743 -4.9542 -1.765 -0.943 2.093 -0.336
C 5.3188 -1.5034 -6.2530 1.189 0.937 -2.122 -0.786
O 3.9845 -3.4225 -3.1984 0.877 1.758 -1.403 -0.459
C 2.8158 -3.9517 -2.5676 -0.422 -0.333 -0.397 0.655
H 4.6471 -1.4376 -1.8102 -0.171 -0.068 0.066 0.248
H 4.0065 0.2190 -1.8141 -0.279 -0.213 -0.063 -0.169
H 5.2852 -0.2380 -2.9197 0.092 0.007 -0.135 0.353
H 4.4365 -1.0735 -6.7271 -0.317 -0.298 0.412 0.339
H 5.7533 -2.2454 -6.9230 -0.419 -0.482 0.146 0.287
H 6.0830 -0.7267 -6.2801 -0.070 0.268 0.400 0.310
H 2.8352 -5.0285 -2.7355 -0.005 0.027 0.238 0.276
H 1.9142 -3.5807 -3.0549 0.024 0.052 0.202 -0.608
H 2.7926 -3.7125 -1.5045 0.108 0.021 -0.059 -0.216
C 5.2446 2.9218 5.7467 -0.118 -0.545 -0.533 -0.676
O 3.9190 2.3426 5.8904 -1.091 -0.419 -0.747 -0.453
P 3.2663 1.3699 4.7567 0.512 -0.008 -0.989 1.524
O 1.8585 0.8741 4.9108 2.253 1.022 0.261 -0.720
O 3.5595 2.1665 3.3399 0.190 -0.892 3.162 -0.549
C 2.8420 1.7047 2.2233 -0.552 0.431 -1.303 1.285
O 4.3650 0.1763 4.6501 -0.926 0.273 0.523 -0.406
C 4.1465 -1.0941 5.2847 0.371 -1.394 -0.104 -0.630
H 5.8302 2.1948 5.1840 0.279 0.337 -0.093 0.285
H 5.7279 3.0838 6.7101 -0.531 -0.289 0.198 0.253
H 5.1889 3.8895 5.2481 -0.155 -0.205 -0.195 0.234
H 3.5297 1.6444 1.3798 0.079 -0.229 0.056 0.144
H 2.1194 2.4812 1.9724 -0.253 -0.131 -0.098 -0.061
H 2.3308 0.7507 2.3526 0.171 0.021 0.147 -0.874
H 3.1550 -1.3110 5.6819 -0.229 0.694 -0.326 0.264
H 4.8302 -1.3508 6.0939 0.307 0.984 0.230 0.357
H 4.3898 -1.8784 4.5679 -0.302 0.196 -0.404 0.141
C 4.1219 -2.3523 1.0022 1.035 -0.491 -0.495 -0.445
O 3.9770 -3.0502 2.2547 -2.165 -1.148 -0.082 -0.399
P 2.5959 -3.9451 2.4418 1.144 -0.265 0.149 0.657
O 2.5843 -4.6428 3.7519 0.151 0.719 -1.366 -0.817
O 1.4012 -2.9289 2.1670 0.687 -1.964 -0.829 0.300
C 1.0370 -2.0961 3.2464 -0.192 1.226 0.241 0.450
O 2.5258 -4.9253 1.1309 -1.899 3.738 1.736 0.178
C 3.3003 -6.0461 1.0431 1.287 -1.238 -0.020 -0.949
H 3.3521 -2.4885 0.2426 -0.654 0.253 0.762 -0.165
H 4.9699 -2.8221 0.5039 0.521 0.274 0.167 0.475
H 4.3212 -1.3023 1.2162 -0.217 -0.118 -0.160 0.278
H 1.6130 -2.3425 4.1383 -0.144 0.268 0.019 0.491
H -0.0343 -2.1356 3.4438 0.127 -0.455 -0.053 -0.281
H 1.2144 -1.0906 2.8649 0.197 0.168 0.620 -0.759
H 2.6515 -6.7923 0.5845 0.606 -0.285 -0.152 0.225
H 3.6644 -6.4003 2.0074 -0.210 -0.095 0.148 0.390
H 4.1773 -5.7600 0.4625 0.093 -0.639 -0.393 0.273
C -4.8222 2.0842 1.8780 -0.448 0.131 0.483 -0.698
O -4.3200 2.1488 0.5487 0.570 0.307 -0.672 0.334
P -4.4694 3.5114 -0.2923 1.193 2.821 1.114 0.811
O -4.0672 4.8037 0.4324 -1.135 -3.505 -1.685 -0.751
O -3.6623 3.2567 -1.6642 -1.072 -0.505 1.384 -0.356
C -2.2461 2.9762 -1.6421 0.259 1.080 -0.890 -0.203
O -6.0168 3.4637 -0.6757 0.957 0.167 0.061 -0.421
C -6.6242 2.2782 -1.1817 -1.030 0.084 -0.521 -0.531
H -3.9918 2.1330 2.5824 -0.085 -0.213 -0.003 0.097
H -5.4115 1.1728 1.9789 0.403 -0.255 0.033 0.205
H -5.5228 2.8817 2.1257 0.168 0.348 -0.247 0.410
H -1.8475 3.5083 -2.5059 -0.130 -0.188 -0.305 0.249
H -2.0370 1.9170 -1.7919 -0.168 0.002 0.588 0.100
H -1.7427 3.5255 -0.8464 -0.121 -0.643 0.573 0.109
H -7.3882 1.9102 -0.4969 0.165 0.134 0.409 0.308
H -5.9719 1.4400 -1.4264 0.397 0.402 -0.062 0.088
H -7.1798 2.6199 -2.0551 0.193 -0.346 -0.245 0.344
Cl -2.2114 -0.5274 3.6706 0.086 -0.362 0.288 -0.005
C -3.1168 -2.0312 3.9052 0.077 -0.247 -0.174 -0.391
Cl -4.7876 -1.7484 3.4894 -1.021 0.045 -0.026 -0.162
H -2.8012 -2.8127 3.2140 0.474 0.291 0.172 0.143
H -3.0780 -2.3851 4.9354 0.210 0.299 -0.149 0.416
```
Forces are in eV/Å.

The SMILES is COP(=O)(OC)OC.COP(=O)(OC)OC.COP(=O)(OC)OC.COP(=O)(OC)OC.COP(=O)(OC)OC.COP(=O)(OC)OC.COP(=O)(OC)OC.COP(=O)(OC)OC.COP(=O)(OC)OC.ClCCl. The spin multiplicity is 1. The HOMO energy comes out at -0.3702 hartree. As for the HOMO-LUMO gap: 10.273 eV.

=====

Here is a structure of composition C8H23CsN2O3 from the Open Molecules 2025 dataset. Energies are from ωB97M-V/def2-TZVPD.

```
37
Properties=species:S:1:pos:R:3:forces:R:3:mulliken_charge:R:1
Cs -10.2887 21.4977 5.3162 0.868 0.842 0.293 0.979
O -7.5342 22.4564 5.9041 -0.696 -0.543 0.212 -0.944
H -6.7085 22.7229 6.3337 -0.355 -0.076 -0.387 0.084
C -7.1272 22.5524 9.3831 0.457 1.081 -0.092 -1.452
C -8.1622 21.4878 9.5476 0.117 -0.751 1.020 0.536
C -8.7914 21.5066 10.9886 0.246 -1.809 -0.916 -0.612
O -7.7989 21.2684 11.9838 0.116 1.070 0.296 -0.345
C -7.7626 20.0232 12.6842 0.395 0.823 -1.405 -0.659
N -9.0888 21.5278 8.4320 -0.728 0.678 -0.516 -0.666
H -6.6660 22.4683 8.3992 0.391 -0.294 0.199 0.245
H -6.4168 22.5100 10.2086 0.212 -0.171 -0.225 0.399
H -7.4965 23.5802 9.3669 -0.560 -0.061 0.215 0.310
H -7.6261 20.5467 9.3947 0.279 -0.266 0.902 0.080
H -9.4780 20.6560 11.0180 -0.395 0.022 0.001 0.309
H -9.3759 22.4046 11.1888 0.325 0.242 0.042 0.334
H -7.2307 19.3303 12.0286 -0.432 -0.609 0.051 0.261
H -8.7777 19.7178 12.9375 0.145 -0.319 0.232 0.317
H -7.0939 20.1558 13.5335 -0.434 0.150 0.258 0.230
H -8.4481 21.7355 7.6671 -0.055 0.715 -0.907 0.360
H -9.4354 20.6185 8.1537 -0.046 -0.467 0.750 0.269
C -9.6741 18.3040 1.0639 -0.378 -0.064 -0.061 -1.368
C -8.9810 18.4983 2.3989 1.656 1.017 -0.775 0.252
C -7.8391 19.5241 2.1654 0.253 -0.359 0.042 -0.640
O -6.9437 19.0598 1.1749 0.254 0.656 0.626 -0.382
C -6.1162 18.0068 1.6102 -0.217 -0.243 -0.611 -0.722
N -9.8622 19.0030 3.4247 -1.126 0.196 -0.638 -0.600
H -10.0521 19.2620 0.7047 -0.179 0.010 0.073 0.338
H -10.4920 17.5827 1.1062 -0.122 0.029 0.104 0.417
H -8.9843 17.9503 0.2987 0.157 -0.032 0.208 0.325
H -8.5525 17.5530 2.7392 0.285 -0.118 -0.207 0.253
H -7.3215 19.7468 3.1028 0.233 -0.249 0.208 0.451
H -8.1375 20.5111 1.8096 -0.755 -0.204 -0.071 0.271
H -6.6949 17.0903 1.4782 0.471 -0.435 -0.002 0.271
H -5.7832 18.0559 2.6485 -0.126 0.377 0.129 0.317
H -5.2416 18.0483 0.9619 -0.009 -0.387 0.043 0.250
H -9.4366 19.0347 4.3400 0.206 -0.681 -0.040 0.372
H -10.6117 18.3243 3.3731 -0.453 0.229 0.950 0.157
```
Forces are in eV/Å.

The spin multiplicity is 1. The HOMO energy comes out at -0.2583 hartree. As for the HOMO-LUMO gap: 6.515 eV.

=====

Here is a structure of composition C16H24ClF9N2O8PSiTl from the Open Molecules 2025 dataset. Energies are from ωB97M-V/def2-TZVPD.

```
63
Properties=species:S:1:pos:R:3:forces:R:3:mulliken_charge:R:1
Tl -0.0090 0.2538 -0.1633 -0.081 -0.051 -0.119 1.421
C 1.2881 1.4168 3.4183 0.046 0.056 0.011 -1.350
C 0.2675 0.3286 3.3327 -0.049 0.036 -0.045 0.912
C -0.2569 -0.2808 4.4592 0.040 0.051 0.051 -1.138
C -1.1988 -1.2878 4.3038 -0.063 -0.029 -0.043 -0.594
C -1.6176 -1.6836 3.0490 0.018 -0.026 0.072 -0.675
C -1.0669 -1.0364 1.9399 0.153 0.139 -0.225 0.313
N -0.1496 -0.0532 2.1217 0.021 -0.206 0.048 0.098
N -1.3310 -1.2724 0.6185 -0.088 -0.059 0.390 0.154
Si -2.8979 -1.7515 0.0048 0.006 0.094 -0.166 -0.051
C -2.7460 -1.5811 -1.8546 0.028 -0.034 0.010 -0.815
C -3.3007 -3.5350 0.4263 0.044 0.062 0.009 -1.202
C -4.2068 -0.5962 0.6722 -0.016 -0.095 -0.002 -0.926
H 2.2402 1.0087 3.7597 0.022 -0.012 0.000 0.382
H 0.9648 2.1716 4.1353 0.008 -0.010 -0.008 0.482
H 1.4331 1.8972 2.4543 -0.003 -0.038 0.032 -0.024
H 0.0664 0.0394 5.4394 0.006 -0.004 -0.001 0.517
H -1.6137 -1.7714 5.1795 0.000 -0.014 -0.005 0.449
H -2.3315 -2.4826 2.9215 -0.026 -0.008 -0.022 0.408
H -1.9329 -2.2060 -2.2346 -0.014 -0.012 0.020 0.161
H -2.5651 -0.5495 -2.1739 -0.031 -0.022 0.059 0.146
H -3.6655 -1.9153 -2.3400 -0.007 0.022 -0.020 0.496
H -2.4231 -4.1718 0.2976 -0.003 0.002 -0.012 0.357
H -4.0885 -3.9129 -0.2292 -0.009 0.023 -0.023 0.366
H -3.6563 -3.6538 1.4510 0.014 0.014 0.019 0.371
H -3.9727 0.4441 0.4345 0.027 -0.036 -0.023 0.192
H -4.2816 -0.6757 1.7593 0.004 0.001 0.004 0.315
H -5.1884 -0.8368 0.2566 -0.010 0.012 0.002 0.426
C 0.6138 -0.9512 -3.5182 0.020 -0.018 -0.032 -0.302
O 0.7912 0.4763 -3.4915 0.019 -0.102 0.059 -0.380
P 0.0577 1.3853 -2.4345 0.090 -0.023 -0.299 0.967
O 0.8271 2.7408 -2.4630 -0.096 0.122 -0.050 -0.372
C 2.1538 2.9219 -1.9017 -0.010 0.007 0.049 -0.065
O -1.3244 1.6939 -3.1165 0.072 0.057 0.162 -0.291
C -2.0620 2.9409 -3.0543 0.073 0.010 -0.027 -0.668
H 1.4151 -1.3472 -4.1340 -0.003 0.011 0.015 0.295
H -0.3541 -1.1937 -3.9542 0.004 0.004 0.004 0.299
H 0.7044 -1.3716 -2.5145 0.004 0.015 -0.029 0.011
H 2.2027 3.9565 -1.5806 -0.008 0.012 -0.006 0.330
H 2.8825 2.7173 -2.6820 -0.001 -0.025 0.009 0.262
H 2.3068 2.2576 -1.0548 -0.010 0.030 -0.062 -0.219
H -2.7654 2.8983 -3.8798 -0.016 0.011 0.022 0.273
H -1.3790 3.7765 -3.1836 0.003 -0.003 0.004 0.312
H -2.5744 3.0176 -2.1022 -0.024 -0.028 0.061 0.243
O -1.3135 4.4081 0.4311 -0.054 0.102 -0.166 -0.682
Cl -1.0795 3.0638 0.8202 -0.171 -0.149 0.177 1.761
O -1.3565 2.8448 2.1985 0.035 0.097 0.085 -0.635
O 0.3137 2.6977 0.5275 0.293 0.003 0.041 -0.547
O -1.8843 2.1391 0.0130 -0.171 0.024 -0.099 -0.628
F 4.8055 0.9230 -0.8867 0.017 0.042 -0.110 -0.267
C 4.2621 0.3037 0.1679 0.086 -0.127 0.072 0.211
F 5.2574 -0.2461 0.8741 0.018 -0.041 0.015 -0.288
F 3.6959 1.2436 0.9268 -0.097 0.073 0.055 -0.139
C 3.1991 -0.7375 -0.2963 -0.020 0.024 -0.053 0.828
O 2.1045 -0.0870 -0.7435 -0.142 0.048 0.080 -0.580
C 3.7743 -1.5694 -1.4821 0.044 -0.120 0.056 0.355
F 5.0346 -1.9696 -1.2854 0.014 -0.016 0.004 -0.266
F 3.7418 -0.8679 -2.6137 0.015 0.094 -0.086 -0.218
F 3.0193 -2.6651 -1.6808 -0.003 -0.011 0.007 -0.258
C 2.8815 -1.7055 0.8848 -0.001 -0.051 0.027 0.238
F 1.6965 -2.2972 0.6867 -0.042 -0.003 -0.031 -0.234
F 3.7957 -2.6653 1.0414 0.049 -0.022 -0.030 -0.283
F 2.7964 -1.0387 2.0426 -0.026 0.093 0.066 -0.258
```
Forces are in eV/Å.

The spin multiplicity is 1. The HOMO energy comes out at -0.3107 hartree. As for the HOMO-LUMO gap: 8.327 eV.